The following is a DFT calculation (ωB97M-V/def2-TZVPD) of an isolated molecule of C5H8O2.

Computed properties:
E_HOMO	-9.784	eV
SMILES	CCCC(=O)C=O
LUMO	-0.5	eV

The geometry in XYZ format:
```
15
C5H8O2 ωB97M-V/def2-TZVPD
C 1.0690 -1.4680 -1.0203
C 0.3227 -0.8953 0.1787
C -0.8933 -0.0378 -0.2316
C -1.1291 1.0051 0.8233
O -1.9763 0.9751 1.6880
C -0.1437 2.1840 0.8233
O 0.6801 2.3490 -0.0421
H 0.4138 -2.0799 -1.6495
H 1.9089 -2.0910 -0.6966
H 1.4708 -0.6554 -1.6360
H 1.0236 -0.2846 0.7611
H -0.0167 -1.6942 0.8472
H -0.6752 0.4694 -1.1782
H -1.7934 -0.6472 -0.3508
H -0.2613 2.8708 1.6834
```



The following is a DFT calculation (ωB97M-V/def2-TZVPD) of an isolated molecule of C4H7N3 at a distorted geometry.

Computed properties:
E_HOMO	-9.753	eV
SMILES	CC/N=C(/N)C#N
LUMO	0.7	eV

The geometry in XYZ format:
```
14
C4H7N3 ωB97M-V/def2-TZVPD
C -1.8840 0.6414 -0.1970
C -1.0342 -0.5883 -0.5053
N -0.0220 -0.8013 0.5176
C 1.1449 -0.3319 0.3588
N 2.1765 -0.5913 1.2335
C 1.5519 0.5003 -0.7788
N 1.8407 1.1935 -1.6604
H -1.2923 1.5566 -0.3066
H -2.2659 0.6017 0.8275
H -2.7354 0.7024 -0.8830
H -0.5933 -0.4872 -1.5076
H -1.6657 -1.4820 -0.5202
H 1.8743 -1.0144 2.1002
H 2.9044 0.1008 1.3214
```



The following is a DFT calculation (ωB97M-V/def2-TZVPD) of a structure of composition CH4S4 at a distorted geometry.

Computed properties:
E_HOMO	-8.062	eV
LUMO	-0.2	eV

The geometry in XYZ format:
```
9
CH4S4 ωB97M-V/def2-TZVPD
C -0.2776 0.1293 -1.3377
S -2.3436 -0.4838 0.6463
S 2.5262 0.4496 0.8617
S -1.1840 1.0323 -0.2353
S 1.5819 -0.9124 -0.2018
H 0.2944 0.6778 -2.0136
H -0.6343 -0.9020 -1.6974
H -1.7821 -0.4482 1.8563
H 1.8192 0.4572 2.1215
```